# C7H9ClN2

A cluster of 2 separate species, C7H9ClN2 in total in a non-equilibrium geometry (ωB97M-V/def2-TZVPD, OMol25).

- Gap between HOMO and LUMO: 9.1455 eV
- DFT total energy: -841.70698 a.u.
- SMILES string: C=N/C=C/Cl.C/C=C\C#N
- Strongest force on any atom: 0.0914 hartree/bohr
- 2S+1: 1
- Energy above the lowest of the compared OMol25 structures with the same formula, charge and spin: 85.4 kcal/mol

Last column: Mulliken charge in e.
Positions of all 19 atoms, in Å:
C: -0.732121 2.390581 -0.015553  0.10
C: -1.300506 -1.397309 -0.455753  -0.30
C: 0.439527 -2.588909 0.698208  -0.43
C: -0.097444 1.670805 -0.987964  -0.26
C: -1.773691 -0.528452 0.434435  -0.28
C: 1.025836 1.009098 -0.890292  0.02
C: 1.886079 0.885020 0.385018  -0.78
N: -1.249420 2.953027 0.798938  -0.37
N: -0.061885 -1.934493 -0.247357  -0.33
Cl: -3.263321 0.251588 -0.008663  -0.17
H: -1.748514 -1.504718 -1.360884  0.45
H: 1.500652 -2.824711 0.669297  0.32
H: -0.304313 -2.839167 1.434470  0.37
H: -0.633300 1.750105 -1.972680  0.29
H: -1.085943 -0.208106 1.249605  0.38
H: 1.406110 0.471158 -1.779559  0.35
H: 2.849020 1.396992 0.501093  0.35
H: 1.900973 -0.275234 0.416348  0.03
H: 1.242268 1.322719 1.131285  0.27

Force components x, y, z for each atom (eV/Å):
1.304 -0.957 -0.906
1.156 0.286 3.593
-1.573 0.652 -0.513
-0.726 -0.235 -3.688
0.314 0.015 -0.167
2.966 -0.323 -0.116
-1.829 -1.790 -1.112
-2.179 2.438 3.373
1.997 0.169 -2.259
0.206 0.249 0.623
-1.186 -0.784 -2.485
-0.197 -0.171 0.374
0.397 -0.787 1.248
0.610 -0.450 0.925
-1.370 0.047 -0.328
-0.345 0.423 0.543
-0.124 -0.442 -0.802
0.627 1.974 0.825
-0.045 -0.313 0.873

***

# C10H14BIIrN6

A structure of composition C10H14BIIrN6 in a non-equilibrium geometry (ωB97M-V/def2-TZVPD, OMol25).

- Gap between HOMO and LUMO (alpha / beta): 6.7179 / 4.4885 eV
- Total charge: +2
- DFT total energy: -1144.03696 a.u.
- Strongest force on any atom: 0.0888 hartree/bohr
- 2S+1: 6
- Energy above the lowest of the compared OMol25 structures with the same formula, charge and spin: 4.9 kcal/mol

Last column: Mulliken charge in e.
Positions of all 33 atoms, in Å:
H: -0.441279 2.248821 2.616594  0.48
N: -0.032174 1.197008 0.819452  -0.17
B: 0.661373 0.570986 -1.546154  0.02
N: 0.480138 1.585856 -0.393831  0.15
C: 0.788669 2.895625 -0.346842  -0.13
Ir: -0.510053 -0.885343 1.270640  1.42
H: 1.197513 3.374574 -1.215831  0.48
C: 0.430043 3.379257 0.898018  -1.07
H: 0.541377 4.384332 1.255402  0.43
C: -0.098326 2.289661 1.596318  -0.14
H: 0.993630 1.085304 -2.573236  -0.01
C: -2.181462 -1.078397 2.241433  -1.26
H: -2.873729 -0.228769 2.309202  0.36
H: -1.969604 -1.485220 3.238720  0.44
H: -2.667644 -1.913934 1.727327  0.39
N: -0.715896 -0.174844 -1.591277  -0.05
N: 1.674541 -0.424941 -0.957577  0.15
N: -1.345365 -0.692987 -0.440987  -0.18
N: 1.391114 -1.054112 0.227446  -0.40
C: -1.642892 -0.087240 -2.560292  -0.08
C: 2.938552 -0.744442 -1.333014  -0.01
H: -1.362994 0.354621 -3.503755  0.51
H: 3.352414 -0.401885 -2.275557  0.49
C: -2.835600 -0.627118 -2.109111  -1.04
C: 3.478614 -1.604078 -0.380647  -0.99
C: -2.630970 -0.999301 -0.781523  0.17
C: 2.485054 -1.760403 0.601028  0.01
H: -3.750870 -0.726711 -2.654459  0.44
H: 4.462022 -2.058974 -0.398079  0.43
H: -3.346285 -1.366129 -0.059719  0.35
H: 2.514394 -2.310086 1.533171  0.46
H: 0.372842 -2.234499 1.184279  0.03
I: 0.642862 -0.506617 3.602871  0.30

Force components x, y, z for each atom (eV/Å):
-0.134 -0.030 -0.053
0.376 1.269 -0.633
-0.405 -0.096 1.229
-0.078 0.442 0.442
-0.606 -0.663 0.354
3.210 0.133 -0.456
0.107 0.170 -0.077
-0.161 -0.080 0.270
-0.033 0.126 0.067
0.695 0.428 -0.464
-0.139 -0.272 0.160
-1.510 -0.567 1.117
0.262 -0.083 -0.075
-0.370 0.108 0.108
-0.307 -0.136 0.072
-1.342 0.136 0.081
1.242 -0.777 0.051
-1.689 0.300 -4.230
0.124 1.055 -0.626
1.232 -0.232 0.673
-1.238 -0.031 0.113
-0.122 -0.100 -0.115
-0.109 0.056 0.215
-0.750 -0.589 1.122
-0.261 -0.481 1.288
-0.004 1.160 -1.611
1.427 0.130 -1.381
-0.188 -0.037 -0.196
-0.219 0.147 0.047
0.184 -0.097 -0.204
-0.073 -0.044 -0.231
-0.163 -1.908 0.778
1.043 0.563 2.164

***

# C4H9NO

An isolated molecule of C4H9NO (ωB97M-V/def2-TZVPD, OMol25).

- Gap between HOMO and LUMO: 9.2994 eV
- DFT total energy: -287.73412 a.u.
- Strongest force on any atom: 0.0154 hartree/bohr
- 2S+1: 1
- Energy above the lowest of the compared OMol25 structures with the same formula, charge and spin: 61.7 kcal/mol

Last column: Mulliken charge in e.
Positions of all 15 atoms, in Å:
C: -0.139714 0.864736 -2.337177  -1.11
C: -0.988257 0.149181 -1.316895  -0.12
C: 0.423490 -0.750859 0.107280  -0.59
O: -0.413196 0.294510 -0.002324  -0.21
N: 0.746047 -0.998936 1.364804  0.09
C: 0.504080 -0.252036 2.586315  -0.81
H: 0.860995 0.417050 -2.362536  0.30
H: -0.588303 0.784659 -3.331691  0.35
H: -0.044670 1.916647 -2.058987  0.29
H: -2.006693 0.527448 -1.235297  0.30
H: -1.027933 -0.922554 -1.542615  0.37
H: 1.313667 -1.825700 1.421119  0.28
H: 1.129153 0.645150 2.602078  0.27
H: -0.544087 0.043198 2.677830  0.27
H: 0.775421 -0.892494 3.428096  0.32

Force components x, y, z for each atom (eV/Å):
0.003 0.130 -0.027
-0.307 0.156 -0.374
-0.017 -0.325 0.530
0.206 -0.761 -0.083
0.339 -0.135 -0.287
-0.048 0.162 0.131
-0.221 0.064 0.021
0.054 0.073 0.091
0.020 -0.014 -0.154
0.025 0.186 -0.123
-0.140 0.313 0.019
0.163 0.085 0.283
-0.129 -0.043 0.108
0.139 -0.064 -0.089
-0.087 0.173 -0.045